{
  "formula": "C47H72Br22O2",
  "method": "wB97M-V/def2-TZVPD",
  "symbols": ["C", "C", "C", "C", "C", "C", "C", "C", "C", "C", "C", "C", "C", "C", "C", "C", "C", "C", "O", "C", "C", "C", "C", "C", "C", "C", "O", "H", "H", "H", "H", "H", "H", "H", "H", "H", "H", "H", "H", "H", "H", "H", "H", "H", "H", "H", "H", "H", "H", "H", "H", "H", "H", "H", "H", "Br", "C", "C", "Br", "H", "H", "H", "H", "Br", "C", "C", "Br", "H", "H", "H", "H", "Br", "C", "C", "Br", "H", "H", "H", "H", "Br", "C", "C", "Br", "H", "H", "H", "H", "Br", "C", "C", "Br", "H", "H", "H", "H", "Br", "C", "C", "Br", "H", "H", "H", "H", "Br", "C", "C", "Br", "H", "H", "H", "H", "Br", "C", "C", "Br", "H", "H", "H", "H", "Br", "C", "C", "Br", "H", "H", "H", "H", "Br", "C", "C", "Br", "H", "H", "H", "H", "Br", "C", "C", "Br", "H", "H", "H", "H"],
  "coordinates": [[5.71304, 0.17775, 0.38947], [5.29433, -0.85084, -0.50577], [4.23324, -0.64875, -1.67747], [4.69671, 0.20683, -2.90976], [3.72605, 0.47034, -4.09600], [2.30911, -0.14505, -4.09609], [1.88738, -0.98225, -2.86513], [2.77487, -1.26141, -1.61562], [2.23759, -2.11071, -0.33952], [0.78288, -1.54654, 0.05813], [0.76840, -0.46458, 1.24692], [1.92141, 0.65408, 1.15564], [1.50595, 1.99254, 0.33958], [1.80321, 3.27962, 1.29845], [0.50273, 3.74898, 2.11871], [-0.72286, 4.22220, 1.13901], [-1.98530, 3.27067, 1.49874], [1.23618, 0.04849, -5.28856], [-0.05904, -0.14763, -5.16181], [1.86856, 0.56674, -6.67200], [1.15734, 0.46112, -8.03935], [1.74071, 0.99734, -9.37448], [3.17375, 1.71061, -9.35997], [3.90255, 1.77194, -7.99806], [3.29716, 1.22409, -6.65981], [4.17503, 1.35934, -5.32346], [5.18412, 2.12507, -5.32658], [5.98685, -0.16019, 1.45098], [5.81330, 1.25302, 0.03489], [5.79219, -1.88893, -0.38078], [5.73788, 0.66610, -2.99558], [0.82476, -1.40751, -2.85388], [2.93370, -1.87499, 0.55111], [2.27069, -3.21729, -0.60789], [0.18329, -1.10986, -0.80711], [0.17452, -2.45644, 0.43875], [-0.23958, 0.10098, 1.15627], [0.74758, -0.93039, 2.30790], [2.92560, 0.28257, 0.76287], [2.11920, 1.00350, 2.24361], [2.25445, 2.09450, -0.53614], [0.41616, 2.01314, -0.00060], [2.15154, 4.18784, 0.67074], [2.63431, 3.08328, 2.05580], [0.14052, 2.87315, 2.78074], [0.69410, 4.65252, 2.80691], [-0.39473, 4.14274, 0.04828], [-0.97129, 5.33035, 1.35886], [-1.66973, 2.19769, 1.21987], [-2.10458, 3.29512, 2.63287], [-2.94552, 3.59579, 0.95453], [0.12720, -0.02954, -8.07048], [1.18000, 0.90259, -10.35735], [3.61566, 2.10897, -10.34709], [4.92940, 2.25971, -7.92908], [-1.50614, 0.55771, 3.68336], [-2.28693, 1.12909, 5.37602], [-3.72041, 0.67617, 5.49740], [-4.90696, 1.79292, 4.42611], [-2.16953, 2.21151, 5.43119], [-1.67023, 0.66131, 6.14547], [-4.07415, 0.78992, 6.52396], [-3.87699, -0.35353, 5.17645], [2.48935, 1.16806, 4.86973], [1.60785, 0.00655, 6.16187], [2.09331, -1.41503, 6.03109], [1.28598, -2.28760, 4.48896], [0.53452, 0.11318, 6.00581], [1.87084, 0.41510, 7.13913], [1.78158, -2.00981, 6.89143], [3.17409, -1.49534, 5.91358], [-5.96692, 0.58588, 8.99108], [-7.29878, -0.14085, 7.76745], [-7.50616, -1.61641, 7.99993], [-6.04799, -2.66288, 7.23796], [-6.96476, 0.09499, 6.75682], [-8.21352, 0.41455, 7.98187], [-8.40358, -1.96397, 7.48563], [-7.57147, -1.88245, 9.05487], [0.49975, -1.85764, -5.48260], [0.06281, -3.59364, -6.32002], [-1.18705, -4.18632, -5.71762], [-0.82340, -4.97408, -3.97044], [0.94081, -4.23660, -6.21235], [-0.08846, -3.36753, -7.37768], [-1.55754, -5.01122, -6.32832], [-1.98736, -3.45704, -5.57748], [-2.68698, 2.30365, -9.72638], [-3.72376, 0.71711, -9.26938], [-2.95695, -0.18555, -8.33551], [-1.59162, -1.19496, -9.29335], [-3.99806, 0.23514, -10.20747], [-4.62422, 1.09657, -8.78375], [-3.61573, -0.93993, -7.90221], [-2.45090, 0.35209, -7.53309], [-6.78743, 3.65381, 13.53143], [-7.48803, 3.89356, 11.72788], [-8.90777, 3.39503, 11.62213], [-8.96603, 1.44932, 11.52467], [-6.80124, 3.38708, 11.04980], [-7.44373, 4.96882, 11.54717], [-9.36791, 3.73965, 10.69453], [-9.53380, 3.69038, 12.46385], [3.85592, 1.56174, -14.27319], [5.69024, 2.07674, -13.86109], [6.28935, 1.17298, -12.81232], [5.62930, 1.61965, -11.03206], [5.66755, 3.12547, -13.56551], [6.23017, 1.98107, -14.80449], [7.37040, 1.31248, -12.75707], [6.07196, 0.11779, -12.97614], [0.41968, 6.05674, -12.60450], [0.43208, 5.38664, -10.77382], [1.70770, 4.64007, -10.47295], [1.68567, 2.85734, -11.25913], [-0.46342, 4.77757, -10.65200], [0.35018, 6.27550, -10.14614], [1.81220, 4.47376, -9.39818], [2.60036, 5.14156, -10.84653], [7.00130, -4.02879, 0.39108], [6.97643, -3.85983, 2.33158], [5.65456, -4.31203, 2.88765], [4.29094, -2.95419, 2.60193], [7.21263, -2.82198, 2.56605], [7.78572, -4.50024, 2.68628], [5.71177, -4.43960, 3.97017], [5.28767, -5.23511, 2.43796], [-7.13388, -1.84838, 12.61273], [-7.20070, -1.66841, 14.55259], [-8.53808, -2.10526, 15.09717], [-9.90211, -0.74552, 14.79687], [-6.95765, -0.63146, 14.78401], [-6.40462, -2.31547, 14.92463], [-8.49100, -2.22497, 16.18084], [-8.90555, -3.02854, 14.64988], [3.04570, -7.07701, 1.53253], [2.26994, -6.50664, 3.22807], [0.83656, -6.96031, 3.35075], [-0.34984, -5.84262, 2.28161], [2.38706, -5.42371, 3.28388], [2.88884, -6.97471, 3.99562], [0.48394, -6.84790, 4.37736], [0.68009, -7.98961, 3.02869]],
  "orbital_gap_ev": 6.36,
  "homo_energy_ev": -7.4,
  "multiplicity": 1
}